# 1
Formula: CH3F2NO
Source: the OMol25 dataset
Level of theory: ωB97M-V/def2-TZVPD

Last column: natural (NBO) charge in e.
Element x y z (Å)
C (0.51789, 0.40922, 0.05117)  1.06
N (-0.91197, -0.87687, -0.33320)  -0.94
O (0.23741, 1.00564, 1.19309)  -0.69
F (1.61564, -0.35779, 0.05027)  -0.33
F (0.57881, 1.24044, -0.97402)  -0.31
H (-0.44771, -1.48888, -0.99654)  0.35
H (-1.55871, -0.29013, -0.85251)  0.34
H (-0.03135, 0.35837, 1.86174)  0.52

Net charge: 0
Energy above the lowest of the compared OMol25 structures with the same formula, charge and spin, kcal per mole: 52.33
DFT total energy, Ha: -369.58670
Gap between HOMO and LUMO, eV: 10.82
Largest force on an atom, eV Å⁻¹: 5.3
HOMO, eV: -10.10


# 2
Formula: CH3F2NS
Source: the OMol25 dataset
Level of theory: ωB97M-V/def2-TZVPD

Last column: natural (NBO) charge in e.
Element x y z (Å)
C (0.02718, -0.46313, 0.32098)  -0.09
N (1.26707, -0.21190, 0.42668)  -0.53
S (1.68682, 1.40515, 0.81058)  0.16
H (-0.25458, -1.48567, 0.07869)  0.18
H (-0.77766, 0.26832, 0.45567)  0.15
H (3.00919, 1.18477, 0.80945)  0.12
F (-2.65319, -0.15884, -2.09426)  0.01
F (-2.30483, -0.53871, -0.80778)  -0.01

Net charge: 0
Energy above the lowest of the compared OMol25 structures with the same formula, charge and spin, kcal per mole: 109.14
Structure (SMILES): C=NS.FF
DFT total energy, Ha: -692.34770
Gap between HOMO and LUMO, eV: 7.91
Largest force on an atom, eV Å⁻¹: 0.7
HOMO, eV: -9.15